Entry 1:
This record from the OMol25 dataset describes a single C4H5NO molecule. The level of theory is ωB97M-V with the def2-TZVPD basis set.

Results
Largest force on an atom = 0.94 eV/Å
Gap between HOMO and LUMO = 9.41 eV
LUMO = -0.17 eV

XYZ file:
```
11
C4H5NO (ωB97M-V with the def2-TZVPD basis set)
C -1.207 -0.663 0.745
C -0.247 0.478 0.565
C 1.889 -0.648 -0.668
O 1.382 0.345 -1.388
C 0.310 0.840 -0.662
N -0.583 1.695 -0.611
H -2.086 -0.304 1.283
H -1.518 -1.096 -0.211
H -0.751 -1.465 1.342
H 0.244 0.847 1.465
H 2.739 -0.996 -1.276
```

=====

Entry 2:
This record from the OMol25 dataset describes a single C4H5NO molecule. The level of theory is ωB97M-V with the def2-TZVPD basis set.

Results
Structure (SMILES) = Oc1ccc[nH]1
Largest force on an atom = 0.84 eV/Å
Gap between HOMO and LUMO = 8.60 eV
LUMO = 0.86 eV

XYZ file:
```
11
C4H5NO (ωB97M-V with the def2-TZVPD basis set)
O 2.149 0.566 0.012
C 0.846 0.202 -0.084
C 0.265 -1.033 -0.101
C -1.134 -0.817 0.014
C -1.367 0.533 -0.010
N -0.128 1.153 -0.073
H 2.622 -0.253 0.210
H 0.749 -1.993 -0.214
H -1.775 -1.627 0.309
H -2.273 1.126 -0.023
H 0.047 2.144 -0.040
```

=====

Entry 3:
This record from the OMol25 dataset describes a single C4H5NO molecule. The level of theory is ωB97M-V with the def2-TZVPD basis set.

Results
Structure (SMILES) = C#C/C(C)=N/O
Largest force on an atom = 0.61 eV/Å
Gap between HOMO and LUMO = 10.22 eV
LUMO = 0.91 eV

XYZ file:
```
11
C4H5NO (ωB97M-V with the def2-TZVPD basis set)
C -1.811 1.964 0.303
C -1.043 1.079 0.022
C -0.110 0.007 -0.191
C 0.896 -0.303 0.884
N -0.227 -0.650 -1.286
O 0.704 -1.670 -1.344
H -2.509 2.734 0.547
H 1.914 -0.148 0.512
H 0.729 0.330 1.757
H 0.814 -1.356 1.170
H 0.486 -2.110 -2.175
```

=====

Entry 4:
This record from the OMol25 dataset describes 2 unconnected molecules or ions with the total composition C4H5NO. The level of theory is ωB97M-V with the def2-TZVPD basis set.

Results
Structure (SMILES) = CN=C=O.C#C
Largest force on an atom = 0.79 eV/Å
Gap between HOMO and LUMO = 11.09 eV
LUMO = 0.77 eV

XYZ file:
```
11
C4H5NO (ωB97M-V with the def2-TZVPD basis set)
C -0.234 -0.958 -1.940
N -0.039 -0.303 -0.658
C -0.432 0.814 -0.405
O -0.790 1.891 -0.108
H -1.303 -1.085 -2.138
H 0.241 -1.938 -1.933
H 0.204 -0.358 -2.743
C 0.806 -0.103 2.447
C 0.403 1.027 2.538
H 1.165 -1.105 2.368
H 0.036 2.028 2.592
```

=====

Entry 5:
This record from the OMol25 dataset describes a single C4H5NO molecule. The level of theory is ωB97M-V with the def2-TZVPD basis set.

Results
Structure (SMILES) = CC#CC(N)=O
Largest force on an atom = 0.60 eV/Å
Gap between HOMO and LUMO = 10.73 eV
LUMO = 0.88 eV

XYZ file:
```
11
C4H5NO (ωB97M-V with the def2-TZVPD basis set)
C 0.534 -1.489 -1.880
C 0.206 -0.682 -0.708
C 0.035 0.030 0.251
C 0.125 0.987 1.355
N -1.055 1.499 1.797
O 1.203 1.314 1.815
H 0.733 -0.828 -2.729
H -0.267 -2.179 -2.160
H 1.442 -2.069 -1.684
H -1.012 2.202 2.518
H -1.945 1.216 1.424
```

=====

Entry 6:
This record from the OMol25 dataset describes a single C4H5NO molecule in a non-equilibrium geometry. The level of theory is ωB97M-V with the def2-TZVPD basis set.

Results
Structure (SMILES) = O=C1C[C@H]2N[C@@H]12
Largest force on an atom = 1.08 eV/Å
Gap between HOMO and LUMO = 10.34 eV
LUMO = 1.07 eV

XYZ file:
```
11
C4H5NO (ωB97M-V with the def2-TZVPD basis set)
O -1.131 0.333 2.001
C -0.745 -0.024 0.921
C -0.876 0.621 -0.482
C 0.396 -0.139 -0.852
N 1.428 -0.045 0.140
C 0.369 -0.979 0.401
H -1.816 0.244 -0.920
H -0.816 1.703 -0.613
H 0.765 -0.395 -1.841
H 1.720 0.697 0.757
H 0.706 -2.017 0.488
```

=====

Entry 7:
This record from the OMol25 dataset describes a single C4H5NO molecule in a non-equilibrium geometry. The level of theory is ωB97M-V with the def2-TZVPD basis set.

Results
Largest force on an atom = 1.06 eV/Å
Gap between HOMO and LUMO = 9.77 eV
LUMO = 0.85 eV

XYZ file:
```
11
C4H5NO (ωB97M-V with the def2-TZVPD basis set)
C -1.585 -0.493 0.193
C -0.076 1.063 0.579
C 1.008 1.111 -0.235
C 1.619 -0.184 -0.319
N 0.977 -1.149 0.253
O -0.196 -0.372 0.835
H -2.272 -0.206 0.988
H -1.737 0.172 -0.668
H -1.638 -1.532 -0.091
H 1.332 2.006 -0.738
H 2.569 -0.416 -0.797
```

=====

Entry 8:
This record from the OMol25 dataset describes 3 unconnected molecules or ions with the total composition C4H5NO in a non-equilibrium geometry. The level of theory is ωB97M-V with the def2-TZVPD basis set.

Results
Largest force on an atom = 1.40 eV/Å
Gap between HOMO and LUMO = 11.02 eV
LUMO = 0.34 eV

XYZ file:
```
11
C4H5NO (ωB97M-V with the def2-TZVPD basis set)
C -0.840 1.592 1.483
C -0.714 0.656 0.544
C -0.056 -1.422 -2.571
O -0.148 -0.289 -2.531
C -0.212 -0.661 0.831
N 0.194 -1.728 1.033
H -0.570 1.407 2.518
H 2.831 -1.272 -1.027
H -1.222 2.576 1.229
H -0.977 0.843 -0.493
H 2.238 -1.676 -0.832
```